Below is a structure of composition C50H76B3F18Hg4N4O34P2S2 at a distorted geometry, with properties calculated with wB97M-V/def2-TZVPD.

<S²>: 0.75
Molecular weight in g/mol: 2580.0
LUMO level (spin up / spin down) in eV: -7.943 / -8.649
Energy in eV: -236546.80767
Net charge: +2
E_HOMO (spin up / spin down) in eV: -12.451 / -12.451
Orbital gap (spin up / spin down) in eV: 4.5 / 3.8
F_max in eV Å⁻¹: 6.12
2S+1: 2

Structure (XYZ):
```
193
C50H76B3F18Hg4N4O34P2S2, DFT wB97M-V/def2-TZVPD
Hg -0.6727 -3.0599 -3.8566
Hg -2.5560 3.5109 -2.9240
Hg 3.7055 -2.7049 -0.0331
Hg -6.2901 1.3923 2.4436
O 4.1310 -0.3551 0.1768
C 3.5778 0.7897 0.0721
O 2.5646 1.1339 -0.8011
B 2.4904 2.5951 -0.6981
O 3.3675 3.0127 0.4548
C 4.1162 2.0527 0.7763
O 5.0764 2.0147 1.5593
O 1.0270 2.9941 -0.5656
C 0.6614 3.6067 -1.6715
O -0.4921 4.0232 -2.0006
C 1.8708 3.7671 -2.5922
O 2.9267 3.2307 -1.9988
O 1.7252 4.3192 -3.6885
O -6.3624 1.2984 0.0911
C -5.9399 0.7479 -0.9430
O -5.7460 -0.5440 -1.1836
B -5.2606 -0.7484 -2.6011
O -5.1928 0.6213 -3.1168
C -5.3414 1.4802 -2.1090
O -5.0422 2.6820 -2.1355
O -6.1274 -1.5597 -3.4619
C -5.4747 -2.6067 -3.9719
O -5.8609 -3.5634 -4.7051
C -3.9463 -2.3762 -3.6191
O -3.9205 -1.3650 -2.7702
O -2.9891 -3.0483 -4.0408
O -2.7946 2.8629 -0.6198
C -2.3483 1.9328 0.0667
O -1.2438 1.2098 -0.2031
B -1.3546 -0.0932 0.4570
O -2.4712 0.0753 1.3870
C -3.0632 1.2586 1.2948
O -4.0901 1.6957 1.8815
O -0.1373 -0.4853 1.2141
C 0.4468 -1.4008 0.4287
O 1.5809 -1.8956 0.4680
C -0.4867 -1.7716 -0.7004
O -1.6065 -1.0917 -0.6012
O -0.2267 -2.5225 -1.6260
P -1.1439 0.7711 -4.1510
F 0.1351 0.9985 -3.1831
F -1.2361 2.3490 -4.5166
F -0.1474 0.5429 -5.4323
F -2.4334 0.5215 -5.0207
F -1.2197 -0.8231 -3.7117
F -2.1765 1.0404 -2.9084
P 2.4913 -5.4223 0.2358
F 1.9025 -4.3101 -0.7559
F 2.5708 -4.2207 1.2685
F 1.0572 -5.8203 0.9395
F 3.2246 -6.5802 1.1788
F 2.2881 -6.4572 -0.9396
F 3.9919 -4.9755 -0.3692
C 3.7466 -0.7959 -4.4356
F 3.6967 -0.8376 -5.7758
F 5.0236 -0.7541 -4.0765
F 3.1913 0.3329 -4.0067
S 2.9253 -2.3614 -3.6543
O 3.5208 -3.4536 -4.4139
O 3.3644 -2.3750 -2.2502
O 1.4531 -2.2539 -3.7925
C -3.4654 -0.1071 5.2311
F -3.1064 -1.2733 5.8789
F -3.0724 0.9279 5.9620
F -2.6615 -0.0512 4.1672
S -5.2887 -0.0223 4.7280
O -5.5984 1.4059 4.6835
O -5.4682 -0.5761 3.3931
O -6.1069 -0.7520 5.7058
C -2.5004 5.9735 -0.1650
C -2.4484 6.9185 -1.3970
C -1.0839 7.5970 -1.3231
C -0.5627 8.1882 -2.6619
C -0.7300 7.1503 -3.8274
C -2.2073 6.6876 -3.9982
N -2.6026 6.1585 -2.6214
O -3.8790 5.5621 -2.6151
C -3.1238 7.8288 -4.4943
C -2.2429 5.5425 -5.0654
C -3.5842 8.0478 -1.2670
H -2.6767 6.5709 0.7295
H -1.6703 5.2680 -0.2015
H -3.4004 5.3612 -0.2208
H -1.0955 8.5587 -0.8102
H -0.2639 7.1613 -0.7523
H 0.4344 8.5862 -2.4734
H -1.1915 9.0476 -2.8944
H 0.0736 6.4226 -3.7146
H -0.4073 7.7460 -4.6813
H -4.1726 7.5320 -4.4965
H -3.0145 8.7999 -4.0115
H -2.8429 8.0681 -5.5199
H -1.4041 4.8575 -4.9420
H -3.1576 4.9499 -5.0852
H -2.0814 6.0493 -6.0168
H -3.4030 8.7714 -0.4723
H -4.5167 7.5760 -0.9574
H -3.7281 8.6323 -2.1757
H -4.4260 6.3508 -2.6348
C 2.6247 -1.6631 3.6053
C 3.8844 -2.3871 4.1172
C 3.3464 -3.4847 5.0890
C 4.5149 -4.4175 5.6345
C 5.2340 -4.9343 4.4248
C 5.8395 -3.8955 3.3692
N 4.6610 -2.9794 3.0235
O 4.9030 -2.0664 1.9653
C 7.1233 -3.2022 3.9981
C 6.3470 -4.6783 2.1931
C 4.6879 -1.3438 4.9755
H 2.7770 -0.9679 2.7797
H 2.2037 -0.9367 4.3004
H 1.8779 -2.3710 3.2457
H 2.9438 -3.0327 5.9955
H 2.5493 -4.0769 4.6394
H 4.0219 -5.2650 6.1108
H 5.2576 -3.9461 6.2780
H 4.4722 -5.5077 3.8967
H 6.1080 -5.4904 4.7639
H 7.5069 -2.2446 3.6462
H 6.9759 -3.1725 5.0777
H 7.9609 -3.8995 4.0184
H 5.6068 -5.2667 1.6508
H 6.9278 -4.0162 1.5510
H 7.1500 -5.3526 2.4908
H 4.0628 -0.6440 5.5301
H 5.1936 -0.8062 4.1734
H 5.4595 -1.7141 5.6505
H 5.6475 -1.5956 2.3469
C -1.0064 4.4325 2.4297
C -0.4783 3.7727 3.7162
C -0.4227 2.2412 3.4628
C 0.3206 1.2766 4.4456
C 1.6862 1.8798 4.6129
C 1.7628 3.4162 5.0645
N 0.9415 4.1120 4.0410
O 1.0694 5.5118 3.9866
C 1.3793 3.5162 6.5336
C 3.2218 3.8798 5.0351
C -1.5188 4.1246 4.8827
H -2.0640 4.2467 2.2427
H -0.5118 4.1067 1.5146
H -0.8647 5.5108 2.3569
H -1.3979 1.7788 3.3097
H 0.1240 2.1369 2.5256
H 0.3704 0.3638 3.8520
H -0.2770 1.2896 5.3571
H 2.2579 1.7938 3.6889
H 2.1595 1.2455 5.3624
H 0.8675 4.4664 6.6866
H 0.6564 2.7400 6.7848
H 2.1153 3.2026 7.2739
H 3.7236 3.7062 4.0832
H 3.2443 4.9614 5.1684
H 3.9709 3.3404 5.6148
H -2.5565 4.0492 4.5578
H -1.3667 5.1302 5.2749
H -1.2489 3.6277 5.8146
H 1.7268 5.5952 3.2919
C 0.1368 -7.7080 -4.4272
C -0.7344 -6.4505 -4.6396
C -2.0368 -6.9537 -5.3056
C -3.0443 -7.4532 -4.3119
C -3.1706 -6.6185 -3.0180
C -1.8907 -6.1332 -2.3771
N -0.9801 -5.6222 -3.4468
O 0.1611 -5.0976 -2.8844
C -2.2839 -5.0451 -1.3852
C -1.2640 -7.3106 -1.5483
C 0.0223 -5.5667 -5.6851
H 0.6665 -7.4813 -3.5019
H 0.8627 -7.9048 -5.2161
H -0.4029 -8.6549 -4.4332
H -2.3898 -6.0522 -5.8064
H -1.8558 -7.7381 -6.0405
H -2.7022 -8.4524 -4.0425
H -4.0210 -7.5683 -4.7819
H -3.7913 -7.1359 -2.2864
H -3.7606 -5.7731 -3.3718
H -1.4016 -4.6624 -0.8722
H -2.7417 -4.1801 -1.8649
H -2.9968 -5.4335 -0.6579
H -1.9106 -7.6828 -0.7536
H -0.9741 -8.1131 -2.2266
H -0.2891 -7.1081 -1.1049
H 0.2807 -6.1601 -6.5621
H 0.9938 -5.2862 -5.2783
H -0.4123 -4.6607 -6.1075
H 0.3989 -5.8370 -2.3203
```

Löwdin atomic charge list, values in e, 99 entries: 1.351 1.383 1.354 1.408 0.021 -0.200 0.234 -0.763 0.255 -0.417 0.135 0.217 -0.297 -0.021 -0.349 0.242 0.147 0.028 -0.289 0.273 -0.812 0.260 -0.325 0.091 0.246 -0.268 0.132 -0.288 0.219 0.021 0.038 -0.264 0.233 -0.886 0.259 -0.260 -0.021 0.257 -0.259 0.058 -0.316 0.273 0.059 0.230 -0.097 -0.180 -0.115 -0.094 -0.212 -0.176 0.209 -0.178 -0.181 -0.146 -0.144 -0.102 -0.203 -0.624 0.151 0.153 0.142 0.598 -0.271 -0.387 -0.394 -0.578 0.129 0.148 0.119 0.529 -0.363 -0.363 -0.245 -0.039 -0.466 -0.140 -0.142 -0.100 -0.437 -0.122 -0.077 -0.021 -0.026 0.008 0.098 0.052 0.072 0.113 0.114 0.121 0.099 0.105 0.125 0.094 0.073 0.096 0.065 0.076 0.107